No. 1
DFT (ωB97M-V/def2-TZVPD) results for an isolated ion of composition C5H12NO and charge +1.

Charge ... +1
Maximum force ... 4.4 eV/Å
SMILES string ... C/[NH+]=C(/C)[C@@H](C)O
Energy above the lowest of the compared OMol25 structures with the same formula, charge and spin ... 149.3 kJ/mol
LUMO energy ... -4.193 eV
Multiplicity ... 1
E_HOMO ... -14.97 eV

Geometry as XYZ:
```
19
C5H12NO ωB97M-V/def2-TZVPD
C -0.826 0.738 -0.254
C -0.168 -0.273 0.722
C 0.194 1.714 -0.770
C 0.030 0.139 2.089
C 0.383 -1.896 -1.140
N 0.364 -1.321 0.215
O -1.388 0.055 -1.384
H -1.548 1.271 0.211
H 0.992 1.171 -1.448
H 0.726 2.131 0.081
H -0.286 2.483 -1.288
H -1.012 -0.010 2.639
H 0.490 1.245 2.273
H 0.775 -0.415 2.740
H 1.272 -1.556 -1.687
H 0.233 -2.958 -1.112
H -0.363 -1.558 -1.730
H 0.947 -1.950 0.912
H -1.795 0.760 -1.992
```



No. 2
DFT (ωB97M-V/def2-TZVPD) results for C24H44Br12ClFIO5SSi2 as an isolated structure.

Charge ... -1
Maximum force ... 5.2 eV/Å
LUMO energy ... 0.942 eV
Multiplicity ... 1
E_HOMO ... -4.80 eV

Geometry as XYZ:
```
91
C24H44Br12ClFIO5SSi2 ωB97M-V/def2-TZVPD
C -3.143 -0.249 3.202
C -3.963 1.051 2.744
C -4.603 0.893 1.255
C -3.969 2.090 0.382
C -4.443 2.105 -1.144
C -3.796 0.908 -2.032
C -2.329 1.243 -2.573
C -1.141 1.015 -1.521
C -1.375 -0.170 -0.476
C -1.519 -1.624 -1.134
C -0.874 -2.747 -0.167
C 0.514 -3.343 -0.778
C 1.747 -2.612 -0.038
Si 3.216 -2.149 -1.175
C 2.983 -2.878 -2.959
C 2.016 -1.861 -3.779
F 0.978 -2.596 -4.491
O 3.452 -0.440 -1.402
Si 3.581 0.414 0.089
I 2.267 2.521 -0.209
C 5.372 0.922 0.551
C 5.253 1.714 1.980
C 5.900 3.160 1.747
C 5.540 4.210 2.910
S 3.848 4.945 2.772
O 3.660 5.699 1.492
O 2.748 3.953 2.991
Cl 3.667 6.354 4.332
C 4.801 -3.024 -0.488
O 5.563 -2.521 0.406
O 5.123 -4.241 -1.034
H -3.290 -1.162 2.540
H -3.437 -0.462 4.296
H -2.017 -0.014 3.245
H -3.244 1.952 2.748
H -4.786 1.339 3.497
H -4.334 -0.113 0.777
H -5.752 0.954 1.301
H -4.376 3.060 0.859
H -2.835 2.141 0.429
H -5.576 1.881 -1.135
H -4.323 3.119 -1.663
H -4.475 0.847 -2.964
H -3.895 -0.109 -1.522
H -2.328 2.371 -2.821
H -2.114 0.717 -3.567
H -0.209 0.723 -2.136
H -0.829 1.966 -0.956
H -2.263 -0.023 0.218
H -0.445 -0.210 0.205
H -2.640 -1.893 -1.248
H -1.068 -1.685 -2.178
H -1.583 -3.650 -0.099
H -0.731 -2.364 0.903
H 0.569 -4.450 -0.507
H 0.452 -3.152 -1.899
H 2.155 -3.360 0.734
H 1.311 -1.747 0.563
H 3.973 -3.048 -3.491
H 2.399 -3.854 -2.884
H 1.463 -1.242 -2.983
H 2.608 -1.161 -4.447
H 2.999 -0.375 1.188
H 5.859 1.602 -0.242
H 6.055 0.035 0.754
H 4.146 1.769 2.294
H 5.830 1.190 2.808
H 5.614 3.555 0.715
H 7.037 3.035 1.761
H 6.276 5.089 2.784
H 5.745 3.750 3.928
C 8.215 -5.998 -2.705
Br 7.928 -7.143 -1.170
Br 10.055 -5.393 -2.821
Br 7.630 -6.841 -4.352
H 7.595 -5.113 -2.561
C -6.991 1.421 6.412
Br -7.419 0.378 4.834
Br -5.106 1.868 6.490
Br -8.112 2.997 6.560
H -7.206 0.795 7.275
C -4.243 6.080 -3.965
Br -3.849 6.325 -5.849
Br -5.715 4.849 -3.692
Br -2.669 5.556 -2.962
H -4.560 7.046 -3.578
C -5.011 -5.318 -0.310
Br -3.567 -6.191 -1.264
Br -5.523 -6.300 1.282
Br -4.593 -3.467 0.089
H -5.874 -5.314 -0.972
```



No. 3
DFT (ωB97M-V/def2-TZVPD) results for a 2-piece molecular cluster, C7H14N2 overall.

Charge ... +1
Maximum force ... 1.1 eV/Å
Energy above the lowest of the compared OMol25 structures with the same formula, charge and spin ... 11.9 kJ/mol
LUMO energy (alpha / beta) ... -3.872 / -7.780 eV
Multiplicity ... 2
E_HOMO (alpha / beta) ... -14.53 / -14.53 eV

Geometry as XYZ:
```
23
C7H14N2 ωB97M-V/def2-TZVPD
C 0.083 2.480 -1.906
C -1.302 1.383 1.137
C -0.731 1.946 -0.816
C -1.974 1.207 -0.918
N -0.380 2.026 0.467
N -2.297 0.880 0.318
H -1.301 1.153 2.195
H -3.128 0.349 0.553
H -2.611 1.013 -1.769
H 0.113 1.771 -2.738
H 1.105 2.596 -1.568
H -0.269 3.407 -2.378
C 0.691 -1.577 0.291
C 2.183 -1.617 -0.062
C 0.410 -2.208 1.674
H 0.395 -0.532 0.268
H 0.169 -2.182 -0.447
H 2.600 -2.598 0.161
H 2.766 -0.920 0.538
H 1.307 -2.680 2.076
H 0.131 -1.450 2.409
H 2.377 -1.448 -1.122
H -0.337 -2.999 1.637
```



No. 4
DFT (ωB97M-V/def2-TZVPD) results for a 4-piece molecular cluster, CH10O3S2 overall.

Maximum force ... 5.1 eV/Å
SMILES string ... CSS.O.O.O
Energy above the lowest of the compared OMol25 structures with the same formula, charge and spin ... 192.1 kJ/mol
LUMO energy ... 0.135 eV
Multiplicity ... 1
E_HOMO ... -8.41 eV

Geometry as XYZ:
```
16
CH10O3S2 ωB97M-V/def2-TZVPD
C 2.587 0.633 2.008
S 1.297 0.448 0.673
S -0.650 1.161 1.112
H 3.468 1.032 1.545
H 2.167 0.754 3.007
H 2.816 -0.428 2.065
H -1.168 0.704 -0.120
H -0.582 -0.078 -3.858
H -2.119 0.118 -4.018
O -1.313 0.449 -4.207
H -1.352 -2.459 1.116
H -1.909 -0.988 0.929
O -2.227 -1.915 0.936
H -0.736 -1.819 -1.098
H 0.833 -2.136 -1.143
O 0.129 -1.565 -1.608
```



No. 5
DFT (ωB97M-V/def2-TZVPD) results for a 3-piece molecular cluster, C2H12N2O2 overall.

Maximum force ... 1.9 eV/Å
SMILES string ... NCCN.O.O
Energy above the lowest of the compared OMol25 structures with the same formula, charge and spin ... 94.5 kJ/mol
LUMO energy ... 0.782 eV
Multiplicity ... 1
E_HOMO ... -9.14 eV

Geometry as XYZ:
```
18
C2H12N2O2 ωB97M-V/def2-TZVPD
N 1.159 1.297 -0.880
C 0.430 0.165 -1.481
C 0.539 -1.130 -0.669
N 0.649 -0.990 0.782
H 0.744 2.117 -1.263
H 2.142 1.178 -1.046
H 0.791 -0.029 -2.497
H -0.632 0.375 -1.647
H -0.266 -1.848 -0.803
H 1.475 -1.636 -0.934
H 1.511 -0.682 1.186
H -0.145 -0.666 1.320
H -0.786 3.403 0.867
H -0.717 1.921 0.520
O -1.278 2.583 0.880
H -2.317 -2.415 1.420
H -1.175 -1.878 2.131
O -2.124 -1.763 2.114
```



No. 6
DFT (ωB97M-V/def2-TZVPD) results for C23H41N2P3SeSm as an isolated structure.

Charge ... +3
Maximum force ... 2.9 eV/Å
Energy above the lowest of the compared OMol25 structures with the same formula, charge and spin ... 0.0 kJ/mol
LUMO energy (alpha / beta) ... -10.940 / -10.459 eV
Multiplicity ... 6
E_HOMO (alpha / beta) ... -16.49 / -16.50 eV

Geometry as XYZ:
```
71
C23H41N2P3SeSm ωB97M-V/def2-TZVPD
Sm 0.137 -0.006 0.257
P -2.760 -0.128 0.154
P 0.172 -2.888 0.426
P -0.030 2.860 0.352
H 2.556 -0.893 -1.226
C 2.698 0.079 -0.726
C 2.930 0.152 0.627
H 3.063 -0.737 1.268
C -3.444 -0.177 -1.562
C -3.678 -1.556 0.864
C -3.748 1.267 0.831
C 1.858 -3.607 0.514
C -0.651 -3.933 1.707
C -0.478 -3.655 -1.102
C 1.578 3.747 0.407
C -0.937 3.787 1.658
C -0.771 3.567 -1.160
H 2.776 0.926 -1.416
H 3.128 1.087 1.173
H -4.516 -0.264 -1.458
H -3.035 -1.030 -2.125
H -3.172 0.732 -2.115
H -4.717 -1.469 0.525
H -3.647 -1.520 1.957
H -3.259 -2.515 0.534
H -4.801 1.075 0.585
H -3.436 2.228 0.404
H -3.630 1.316 1.919
H 1.895 -4.587 0.020
H 2.122 -3.714 1.572
H 2.580 -2.931 0.037
H -0.656 -4.993 1.411
H -1.688 -3.600 1.865
H -0.112 -3.834 2.663
H -0.174 -4.705 -1.068
H -0.065 -3.170 -1.998
H -1.573 -3.572 -1.142
H 1.496 4.743 -0.052
H 2.337 3.162 -0.130
H 1.887 3.845 1.454
H -0.950 4.868 1.455
H -0.447 3.615 2.627
H -1.971 3.424 1.734
H -0.517 4.632 -1.170
H -1.861 3.437 -1.149
H -0.378 3.070 -2.059
C 1.328 0.132 -4.320
C 2.683 -0.146 -4.071
C 3.627 -0.130 -5.108
C 3.215 0.152 -6.417
C 1.856 0.382 -6.692
C 0.937 0.377 -5.647
Se -0.178 0.223 -2.961
H 0.790 -0.049 -1.798
H 3.050 -0.361 -3.069
H 4.681 -0.333 -4.908
H 3.946 0.180 -7.231
H 1.526 0.565 -7.713
H -0.097 0.585 -5.881
N 0.007 0.141 8.183
C 0.029 0.083 7.012
C 0.054 0.043 5.559
C -0.886 -0.731 4.854
C -0.863 -0.745 3.463
N 0.008 0.026 2.748
C 0.953 0.732 3.425
C 0.979 0.783 4.816
H -1.644 -1.331 5.369
H -1.554 -1.388 2.896
H 1.716 1.269 2.844
H 1.724 1.403 5.307
```